Entry 1:
A cluster of 2 separate species, C3H12NOSi in total at a distorted geometry, computed with ωB97M-V/def2-TZVPD.

ORCA input file:
```
! RIJCOSX wB97M-V def2-TZVPD def2/J DEFGRID3
* xyz 1 1
C 2.1565 0.2766 0.4130
C 1.4963 1.1745 -0.5709
C -0.7164 -0.4913 -0.9596
N -0.3313 -1.4592 0.0392
O -2.0260 0.1326 1.2677
Si -2.0975 0.5665 -0.3622
H 2.0873 0.3246 1.5274
H 2.2432 -0.7190 0.1744
H 3.1762 0.4738 0.3688
H 0.8599 1.9089 -0.1985
H 1.7001 1.1389 -1.6716
H -0.1388 -0.5538 -1.7959
H 0.6420 -1.9396 0.1098
H -0.6312 -1.1735 1.0624
H -0.8419 -2.3525 0.0750
H -1.9837 0.7745 1.9131
H -2.2540 2.0648 -0.2626
H -3.3405 -0.1468 -1.1294
*
```

Calculated values
Gap between HOMO and LUMO (spin up / spin down) = 7.24 / 9.63 eV
LUMO level (spin up / spin down) = -5.05 / -3.71 eV
ΔE to the lowest compared entry with this formula, charge and spin = 443.38 kJ/mol
Total energy = -540.5887 Ha

Entry 2:
A cluster of 2 separate species, C3H12NS in total at a distorted geometry, computed with ωB97M-V/def2-TZVPD.

ORCA input file:
```
! RIJCOSX wB97M-V def2-TZVPD def2/J DEFGRID3
* xyz 1 1
C -0.4135 0.2479 -3.2114
N -0.5457 -0.9178 -2.2372
H 0.4574 0.8163 -2.6983
H -0.3297 0.0049 -4.2973
H -1.2800 0.9594 -3.1529
H -1.5101 -1.2604 -2.3201
H -0.2858 -0.5765 -1.3107
H -0.0800 -1.8158 -2.5939
C -0.8776 0.3864 2.4434
S 0.0806 0.3582 0.8983
C 1.7296 -0.2619 1.4522
H -1.7412 -0.3749 2.5609
H -1.4076 1.3828 2.4597
H -0.3355 0.5882 3.3664
H 1.9467 -1.3103 1.4359
H 2.5828 0.2156 1.1090
H 1.8832 -0.1705 2.6225
*
```

Calculated values
Gap between HOMO and LUMO = 8.83 eV
LUMO level = -3.61 eV
ΔE to the lowest compared entry with this formula, charge and spin = 156.38 kJ/mol
Total energy = -574.1334 Ha

Entry 3:
A cluster of 2 separate species, C3H12NS2 in total at a distorted geometry, computed with ωB97M-V/def2-TZVPD.

ORCA input file:
```
! RIJCOSX wB97M-V def2-TZVPD def2/J DEFGRID3
* xyz 1 1
C -1.8900 -0.6600 -0.5204
S -1.8372 0.3672 0.9979
S -0.2402 1.5838 0.7386
C -0.8834 2.9957 -0.1808
H -1.6694 -0.1102 -1.4120
H -1.1920 -1.5072 -0.3807
H -2.9081 -1.0515 -0.5809
H -1.8530 3.2128 0.3621
H -0.1562 3.8403 -0.0726
H -1.0425 2.7469 -1.1914
C 1.8306 -2.0841 0.6881
N 1.5626 -0.8283 -0.0637
H 1.0139 -2.7913 0.4923
H 2.8044 -2.4961 0.4121
H 1.8454 -1.7938 1.7368
H 0.8074 -0.1689 0.2349
H 1.3913 -1.0072 -1.0687
H 2.4163 -0.2480 -0.1915
*
```

Calculated values
Gap between HOMO and LUMO = 9.41 eV
LUMO level = -3.43 eV
ΔE to the lowest compared entry with this formula, charge and spin = 48.54 kJ/mol
Total energy = -972.3712 Ha

Entry 4:
A cluster of 2 separate species, C3H12NS3 in total at a distorted geometry, computed with ωB97M-V/def2-TZVPD.

ORCA input file:
```
! RIJCOSX wB97M-V def2-TZVPD def2/J DEFGRID3
* xyz 1 1
C -2.4132 -1.4519 -0.0697
S -0.7241 -1.9646 0.1684
S -0.2021 -2.3288 -1.8439
H -2.3810 -0.5203 -0.6618
H -2.8342 -1.2781 0.9022
H -3.0167 -2.2524 -0.5680
H -1.0344 -3.3817 -2.0515
C 0.5257 1.4756 0.0769
C 1.4558 0.9499 1.1985
S 0.7924 1.6500 2.7657
N 0.9336 0.8906 -1.1971
H 0.6750 2.5900 0.0287
H -0.5113 1.2223 0.2795
H 2.5039 1.3055 0.9144
H 1.3991 -0.2158 1.1793
H 1.7683 1.1727 3.5578
H 0.6158 1.3871 -2.0406
H 0.5067 -0.1102 -1.4026
H 1.9406 0.8603 -1.2361
*
```

Calculated values
Gap between HOMO and LUMO = 9.19 eV
LUMO level = -3.53 eV
ΔE to the lowest compared entry with this formula, charge and spin = 53.49 kJ/mol
Total energy = -1370.5447 Ha

Entry 5:
A cluster of 3 separate species, C3H12O2S in total at a distorted geometry, computed with ωB97M-V/def2-TZVPD.

ORCA input file:
```
! RIJCOSX wB97M-V def2-TZVPD def2/J DEFGRID3
* xyz 0 1
C 0.0538 2.9221 -2.3635
C -0.0088 1.3034 -2.4637
C 1.2965 0.7715 -2.2118
S 1.2910 -1.0138 -1.7781
H -0.8939 3.3790 -2.7384
H 0.8285 3.3002 -3.0535
H 0.1988 3.3474 -1.3162
H -0.6213 0.8541 -1.6516
H -0.5372 1.0643 -3.4792
H 1.7338 1.3289 -1.3611
H 2.0539 0.8508 -3.1777
H 0.0299 -1.1389 -1.3716
O -0.7544 -4.8716 4.9511
H -0.3529 -5.6832 4.6928
H -1.5156 -4.7980 4.3058
O -0.9087 -0.3458 3.9832
H -1.4625 -1.0702 4.2645
H -0.4309 -0.2005 4.7689
*
```

Calculated values
Gap between HOMO and LUMO = 9.52 eV
LUMO level = 0.62 eV
ΔE to the lowest compared entry with this formula, charge and spin = 127.89 kJ/mol
SMILES = CCCS.O.O
Total energy = -670.1150 Ha

Entry 6:
A cluster of 3 separate species, C3H12O2S2 in total at a distorted geometry, computed with ωB97M-V/def2-TZVPD.

ORCA input file:
```
! RIJCOSX wB97M-V def2-TZVPD def2/J DEFGRID3
* xyz -1 2
C -1.3834 0.3881 0.1733
C -2.3635 0.9337 1.1989
C -0.1343 1.2375 0.0385
S 1.1701 0.5917 -1.0566
S 1.3487 -1.5613 -0.3708
H -1.0587 -0.5943 0.4833
H -1.8371 0.2281 -0.7942
H -1.9063 0.9781 2.1991
H -3.1648 0.2090 1.3317
H -2.7912 1.8879 0.8700
H -0.3217 2.2524 -0.3102
H 0.2782 1.3489 1.0523
H 1.6134 -1.2860 0.9151
H 3.2265 1.0473 2.8375
H 2.7325 0.7234 1.4063
O 3.3949 1.2185 1.9083
H -4.6914 -1.1190 -1.4800
H -3.5792 -1.9158 -0.8416
O -4.5453 -1.8442 -0.8659
*
```

Calculated values
Gap between HOMO and LUMO (spin up / spin down) = 3.85 / 6.80 eV
LUMO level (spin up / spin down) = 3.29 / 3.28 eV
ΔE to the lowest compared entry with this formula, charge and spin = 0.00 kJ/mol
Total energy = -1068.3458 Ha
Expectation value of S² = 0.754

Entry 7:
A cluster of 3 separate species, C3H12O2S2 in total at a distorted geometry, computed with ωB97M-V/def2-TZVPD.

ORCA input file:
```
! RIJCOSX wB97M-V def2-TZVPD def2/J DEFGRID3
* xyz 0 1
C -0.4113 2.3165 -0.6491
C -0.3946 1.4625 0.6304
C 0.4185 0.1744 0.3096
S 0.8088 -0.7835 1.8357
S -1.0586 -1.4546 2.4227
H -0.4793 1.6765 -1.5299
H -1.3346 2.9026 -0.6759
H 0.3925 3.0394 -0.7663
H -1.4125 1.1705 0.8649
H 0.1748 1.8547 1.4699
H 1.3619 0.4096 -0.1813
H -0.1304 -0.4520 -0.3929
H -1.2549 -2.0586 1.2462
O -5.5132 -1.8362 1.8078
H -5.1927 -1.2396 1.1434
H -4.8555 -2.5090 1.9630
O 6.5478 -1.8323 -3.1449
H 6.0483 -1.4679 -2.3972
H 6.2853 -1.3731 -3.9560
*
```

Calculated values
Gap between HOMO and LUMO = 8.98 eV
LUMO level = 0.23 eV
ΔE to the lowest compared entry with this formula, charge and spin = 89.58 kJ/mol
SMILES = CCCSS.O.O
Total energy = -1068.3301 Ha

Entry 8:
A cluster of 3 separate species, C3H12O3 in total, computed with ωB97M-V/def2-TZVPD.

ORCA input file:
```
! RIJCOSX wB97M-V def2-TZVPD def2/J DEFGRID3
* xyz 0 1
C 10.9572 -31.2495 -14.8800
O 9.8018 -30.5683 -15.3973
H 10.7408 -31.4606 -13.8377
H 11.1414 -32.1289 -15.4962
H 11.8440 -30.6134 -14.9277
H 10.0468 -30.0443 -16.1643
C 10.7339 -27.8888 -12.1675
O 11.0655 -28.1221 -10.7957
H 11.1340 -28.6740 -12.8084
H 9.6486 -27.8204 -12.2728
H 11.1317 -26.9195 -12.4636
H 11.0810 -29.0746 -10.6764
C 7.4394 -31.2902 -13.0486
O 7.6747 -30.0404 -13.6731
H 7.2308 -32.0417 -13.8227
H 8.3124 -31.6233 -12.4799
H 6.5529 -31.2386 -12.4226
H 8.4904 -30.1200 -14.2069
*
```

Calculated values
Gap between HOMO and LUMO = 10.28 eV
LUMO level = 0.50 eV
ΔE to the lowest compared entry with this formula, charge and spin = 136.09 kJ/mol
SMILES = CO.CO.CO
Total energy = -347.1567 Ha

Entry 9:
A cluster of 5 separate species, C3H12O4 in total at a distorted geometry, computed with ωB97M-V/def2-TZVPD.

ORCA input file:
```
! RIJCOSX wB97M-V def2-TZVPD def2/J DEFGRID3
* xyz -1 2
C 2.0238 -2.2828 -0.9764
C 0.5077 -2.3755 -0.3912
C -0.2353 -1.3214 0.2447
O -1.3993 -1.1064 0.7290
H 2.0339 -2.1989 -2.1317
H 2.6383 -3.2798 -0.6834
H 2.4180 -1.3738 -0.4976
H 0.1916 -3.3107 -0.6844
H 0.5099 -0.5266 0.4908
H -3.0477 1.9758 -0.1210
H -1.0183 1.6035 1.9108
H -1.7062 0.4647 1.6583
O -1.6079 1.0221 2.4159
H 0.4839 3.4768 0.9624
H -2.6477 1.3645 -0.2410
O -0.2088 2.8166 0.7264
H 0.2965 1.8712 -0.2930
H 0.5365 1.9088 -1.9490
O 0.2312 1.2719 -1.1696
*
```

Calculated values
Gap between HOMO and LUMO (spin up / spin down) = 7.27 / 5.39 eV
LUMO level (spin up / spin down) = 3.32 / 1.44 eV
ΔE to the lowest compared entry with this formula, charge and spin = 299.07 kJ/mol
Total energy = -422.3331 Ha
Expectation value of S² = 0.772

Entry 10:
A cluster of 4 separate species, C3H12O4 in total at a distorted geometry, computed with ωB97M-V/def2-TZVPD.

ORCA input file:
```
! RIJCOSX wB97M-V def2-TZVPD def2/J DEFGRID3
* xyz 0 1
C 1.6515 0.1435 -0.0197
C 0.5792 -0.4433 0.5715
C 0.2031 -0.4042 2.0502
O -0.4189 -1.0271 -0.1816
H 2.6152 0.0630 0.4739
H 1.5336 0.8103 -0.8632
H -0.8329 -0.0569 2.0532
H 0.3154 -1.4050 2.4497
H 0.7664 0.3635 2.5759
H 0.0755 -1.7977 -0.5223
O -1.6066 1.6026 -2.1551
H -2.4339 1.2075 -1.9077
H -0.9459 1.0954 -1.6545
O 1.6801 -2.9679 -0.5199
H 2.1134 -3.6491 -1.0283
H 2.1934 -2.1916 -0.7595
O -1.6868 2.8919 0.7809
H -1.9323 3.6240 0.1889
H -1.7396 2.1365 0.2016
*
```

Calculated values
Gap between HOMO and LUMO = 9.23 eV
LUMO level = 0.46 eV
ΔE to the lowest compared entry with this formula, charge and spin = 174.43 kJ/mol
SMILES = C=C(C)O.O.O.O
Total energy = -422.3950 Ha

Entry 11:
A cluster of 4 separate species, C3H12O4 in total at a distorted geometry, computed with ωB97M-V/def2-TZVPD.

ORCA input file:
```
! RIJCOSX wB97M-V def2-TZVPD def2/J DEFGRID3
* xyz 0 1
C 1.6856 -3.2641 -0.4982
C 0.3787 -2.4273 -0.9490
C 0.0867 -1.3156 0.0151
O -0.9776 -0.7271 -0.2795
H 2.3291 -2.6091 -0.1571
H 2.1360 -3.5667 -1.4843
H 1.5694 -4.1575 0.1461
H 0.4098 -2.1095 -2.0822
H -0.4522 -3.2804 -1.1173
H 0.7487 -1.2968 0.9275
O -0.8457 3.2582 2.5269
H -1.3321 2.6093 1.9142
H -1.0681 2.8097 3.3290
O 0.3100 3.0289 -1.1419
H 0.6251 2.9552 -0.1727
H 0.5778 3.9078 -1.3828
O -2.1870 2.2828 0.4448
H -1.9557 1.3967 0.4707
H -2.0385 2.5055 -0.5093
*
```

Calculated values
Gap between HOMO and LUMO = 10.52 eV
LUMO level = 0.24 eV
ΔE to the lowest compared entry with this formula, charge and spin = 209.16 kJ/mol
SMILES = CCC=O.O.O.O
Total energy = -422.3818 Ha

Entry 12:
A cluster of 4 separate species, C3H12O4 in total at a distorted geometry, computed with ωB97M-V/def2-TZVPD.

ORCA input file:
```
! RIJCOSX wB97M-V def2-TZVPD def2/J DEFGRID3
* xyz 0 1
C 2.6695 -1.1943 0.5425
C 2.7234 -0.1065 -0.2147
C 1.7578 1.0346 -0.0875
O 0.3829 0.5384 0.0448
H 3.5047 -1.8785 0.4846
H 1.7272 -1.5135 0.9549
H 3.5138 -0.0180 -0.9502
H 1.7791 1.6001 -1.0180
H 1.8351 1.6066 0.8327
H 0.3010 -0.2090 -0.5586
O -1.4391 0.7073 1.8379
H -0.8254 0.1278 2.3121
H -0.8737 0.6416 1.0384
O -3.7245 -0.1573 0.1807
H -3.1012 0.2477 0.8061
H -4.2246 0.5834 -0.1852
O -1.8504 -0.4733 -2.3123
H -1.6832 -1.3814 -2.0645
H -2.4723 -0.1556 -1.6439
*
```

Calculated values
Gap between HOMO and LUMO = 10.80 eV
LUMO level = 0.52 eV
ΔE to the lowest compared entry with this formula, charge and spin = 133.07 kJ/mol
SMILES = C=CCO.O.O.O
Total energy = -422.4108 Ha

Question: Which value of total energy does entry 4 give?
Answer: -1370.5447 Ha

Question: Look up the total energy of the twelfth one.
Answer: -422.4108 Ha